No. 1
The following is a quantum chemistry calculation of a molecular structure, C29H32F6N3O8PS3Si2W, from the Open Molecules 2025 dataset.

Its total energy is -127126.6934 eV. Its expectation value of S² is 0.763. The energy above the lowest of the compared OMol25 structures with the same formula, charge and spin comes out at 38.5 kJ/mol. The net charge is +1. The spin multiplicity is 2. The value obtained for the highest occupied orbital energy (spin up / spin down) is -10.5535 / -10.7834 eV.

Structure (XYZ):
```
85
Properties=species:S:1:pos:R:3:forces:R:3
W -0.47910 0.25774 -0.18030 0.25 -0.14 0.49
O 0.12268 -0.00363 -7.23485 0.01 0.00 0.00
C 0.16657 -1.19601 -6.48418 -0.01 0.01 -0.01
C 0.09126 -0.85849 -5.02466 0.00 -0.04 0.04
C 0.20059 -1.85244 -4.05847 -0.01 0.02 -0.01
C 0.10567 -1.51885 -2.72853 0.07 -0.01 0.03
N -0.07613 -0.25566 -2.31125 0.07 0.03 0.06
C -0.16239 0.71188 -3.23559 -0.11 0.01 -0.01
C -0.08853 0.44231 -4.59134 0.00 0.02 -0.02
C -0.27394 2.07333 -2.69639 -0.06 -0.03 0.00
C -0.41664 3.18705 -3.49961 0.03 -0.01 -0.03
C -0.42233 4.45870 -2.94287 0.01 0.00 0.03
C -0.64927 5.68206 -3.79908 0.01 0.00 0.00
O -2.02518 5.87824 -4.05300 -0.01 0.01 0.02
C -0.24540 4.54487 -1.57323 -0.05 -0.01 -0.02
C -0.12925 3.39299 -0.81951 0.03 0.00 0.00
N -0.16187 2.16548 -1.35508 0.02 0.10 0.03
H 0.16750 -0.21516 -8.17193 -0.01 0.00 0.00
H 1.09053 -1.75574 -6.66702 0.00 0.00 0.00
H -0.67476 -1.85570 -6.72610 0.00 0.00 0.00
H 0.34851 -2.88970 -4.32795 0.00 0.00 -0.01
H 0.16169 -2.27680 -1.96549 0.03 0.00 0.00
H -0.15396 1.23166 -5.32231 0.00 0.00 0.00
H -0.51467 3.06721 -4.56948 0.00 0.00 0.00
H -0.06784 5.60284 -4.72331 -0.02 -0.01 -0.01
H -0.31235 6.56938 -3.26584 0.02 0.00 -0.01
H -2.34534 5.21972 -4.67792 0.00 -0.01 0.00
H -0.21958 5.50023 -1.06712 0.00 0.00 0.00
H 0.00417 3.47618 0.24364 0.01 -0.01 0.00
C 2.72729 1.18023 -2.18676 0.06 0.11 0.05
Si 2.24222 0.56882 -0.47424 -0.31 -0.09 -0.06
C 2.80222 1.86242 0.75340 0.10 -0.06 0.03
C 3.30462 -0.98145 -0.11970 0.01 0.05 -0.01
C 4.49913 -0.98016 -0.85114 0.06 -0.05 -0.04
C 5.55189 -1.84512 -0.58008 -0.03 0.00 0.01
C 5.44502 -2.74719 0.45886 -0.01 0.00 0.00
C 4.26521 -2.78701 1.18594 0.00 -0.06 -0.01
C 3.18768 -1.93728 0.91438 -0.12 0.02 -0.09
Si 1.69961 -2.48047 1.88346 0.11 -0.05 0.07
C 0.79820 -3.85779 1.04941 0.10 -0.02 -0.02
C 2.13934 -2.87255 3.64335 -0.01 0.01 -0.03
H 3.79200 1.41924 -2.18426 0.00 0.01 0.02
H 2.22673 2.11920 -2.42225 -0.03 -0.02 -0.03
H 2.55053 0.46626 -2.99182 0.00 -0.02 0.00
H 3.86809 2.03176 0.57159 0.00 0.01 0.02
H 2.68804 1.51630 1.78086 -0.02 0.01 0.00
H 2.28086 2.81385 0.65562 -0.02 -0.01 -0.01
H 4.64187 -0.28280 -1.66293 -0.02 0.00 0.00
H 6.45234 -1.79766 -1.17838 0.00 0.00 0.00
H 6.25921 -3.41704 0.70072 0.00 0.00 0.00
H 4.18896 -3.51390 1.98820 0.00 -0.01 0.00
H 1.44388 -4.74024 1.08697 -0.01 -0.01 0.00
H 0.60494 -3.63588 0.00127 -0.02 -0.01 0.00
H -0.14548 -4.10103 1.53594 0.00 0.02 0.01
H 2.56599 -3.87682 3.69158 0.03 0.01 0.01
H 1.25641 -2.88181 4.28172 -0.01 -0.01 -0.01
H 2.87206 -2.17236 4.04603 -0.03 0.02 0.02
O -1.06649 -2.25356 3.21097 0.05 0.03 0.01
S -0.71916 -0.98796 2.67162 -0.10 -0.03 0.07
O -1.60092 -0.39100 1.67137 -0.01 0.16 -0.16
O 0.65512 -1.05976 1.92146 -0.04 0.18 -0.10
C -0.51394 0.16009 3.98764 -0.10 -0.04 -0.01
C -0.32143 -0.39536 5.24493 -0.02 -0.02 0.02
C -0.21689 0.43006 6.35396 0.00 0.03 0.00
C -0.31959 1.80188 6.20307 0.00 -0.03 0.00
C -0.51515 2.35693 4.94504 0.02 0.02 0.00
C -0.61825 1.54384 3.82978 0.07 0.01 -0.05
S -0.85876 2.38655 2.27814 0.11 0.00 0.12
O -2.23013 2.34980 1.89170 -0.01 -0.01 -0.01
O -0.20684 3.65484 2.41788 -0.04 -0.01 0.00
O 0.01570 1.52202 1.33342 -0.08 0.03 -0.39
H -0.28425 -1.46940 5.35511 0.00 0.00 -0.01
H -0.06793 -0.00554 7.33203 0.00 0.00 0.00
H -0.24701 2.45150 7.06453 0.00 0.00 0.00
H -0.57566 3.42882 4.81895 0.00 0.00 -0.01
F -0.84199 -1.62160 -0.28019 0.04 -0.12 -0.02
P -3.01077 -3.04199 -0.54503 0.19 0.14 -0.02
F -1.84192 -3.97243 -1.06725 -0.02 -0.10 -0.04
F -4.21089 -3.96636 -0.76013 -0.01 0.00 0.00
F -3.70678 -1.76760 0.04380 -0.06 -0.03 0.00
F -2.55168 -3.40057 0.91320 -0.05 -0.06 0.01
F -2.91429 -2.28181 -1.92236 -0.04 -0.02 -0.05
S -4.43751 2.16294 -1.75621 -0.03 -0.01 -0.01
C -3.18335 1.32657 -1.31159 0.12 0.03 -0.13
N -2.22614 0.68823 -1.00366 -0.09 0.04 0.22
```
Forces are in eV/Å.

How positive or negative is each atom? The Mulliken charges in e answer that:
1 W 2.55
2 O -0.50
3 C -0.59
4 C -0.06
5 C -1.24
6 C -0.15
7 N 0.42
8 C 0.52
9 C -0.84
10 C 0.47
11 C -0.66
12 C 0.43
13 C -1.17
14 O -0.49
15 C -1.58
16 C -0.31
17 N 0.24
18 H 0.33
19 H 0.34
20 H 0.35
21 H 0.53
22 H 0.08
23 H 0.76
24 H 0.60
25 H 0.36
26 H 0.41
27 H 0.36
28 H 0.51
29 H 0.20
30 C -1.56
31 Si 1.19
32 C -1.40
33 C 1.31
34 C -0.86
35 C -0.92
36 C -0.94
37 C -0.89
38 C 0.28
39 Si 0.75
40 C -0.76
41 C -1.29
42 H 0.60
43 H 0.29
44 H 0.50
45 H 0.56
46 H 0.28
47 H 0.35
48 H 0.24
49 H 0.45
50 H 0.42
51 H 0.29
52 H 0.55
53 H 0.08
54 H 0.34
55 H 0.47
56 H 0.29
57 H 0.37
58 O -0.53
59 S 1.59
60 O -0.77
61 O -0.54
62 C 0.46
63 C -0.74
64 C -0.82
65 C -0.70
66 C -0.69
67 C -0.19
68 S 1.98
69 O -0.67
70 O -0.73
71 O -1.11
72 H 0.44
73 H 0.45
74 H 0.42
75 H 0.56
76 F -0.07
77 P 1.00
78 F -0.33
79 F -0.20
80 F -0.28
81 F -0.22
82 F -0.25
83 S -0.35
84 C 0.74
85 N -0.29

***

No. 2
The following is a quantum chemistry calculation of a molecular structure, C2H3CeO, from the Open Molecules 2025 dataset.

Its total energy is -17074.8861 eV. Its expectation value of S² is 0.800. The energy above the lowest of the compared OMol25 structures with the same formula, charge and spin comes out at 164.1 kJ/mol. The net charge is +2. The spin multiplicity is 2. The value obtained for the highest occupied orbital energy (spin up / spin down) is -17.5795 / -17.5975 eV.

Structure (XYZ):
```
7
Properties=species:S:1:pos:R:3:forces:R:3
O -1.17436 0.97596 0.20100 -1.12 1.80 -0.08
C -1.34201 -0.18185 0.22454 3.28 -0.07 0.10
C -0.76487 -1.36562 0.27486 -0.10 -0.68 0.02
H -0.51992 -1.83938 -0.67951 -0.47 -0.37 0.46
H 2.43027 2.66082 -1.55258 -0.55 -1.01 1.71
H -0.59694 -1.79371 1.26702 -0.42 -0.38 -0.49
Ce 1.96783 1.54378 0.26466 -0.61 0.70 -1.72
```
Forces are in eV/Å.

How positive or negative is each atom? The Mulliken charges in e answer that:
1 O -0.40
2 C 0.82
3 C -1.01
4 H 0.38
5 H 0.01
6 H 0.38
7 Ce 1.82

***

No. 3
The following is a quantum chemistry calculation of a molecular structure, C30H20Cl3NO5S3Ti, from the Open Molecules 2025 dataset.

Its total energy is -136354.9182 eV. Its expectation value of S² is 0.753. The energy above the lowest of the compared OMol25 structures with the same formula, charge and spin comes out at 164.1 kJ/mol. The net charge is -1. The spin multiplicity is 2. The value obtained for the highest occupied orbital energy (spin up / spin down) is -2.6989 / -3.8304 eV.

Structure (XYZ):
```
63
Properties=species:S:1:pos:R:3:forces:R:3
Ti -0.86627 -0.28194 0.02217 -1.83 -1.06 -2.21
O -1.18814 0.83273 -1.45344 -0.52 1.49 -2.27
N -2.13794 0.56591 -2.34315 -0.32 -0.04 -0.60
C -2.68505 1.59917 -3.01223 0.00 0.11 0.10
C -3.62227 1.40475 -3.98529 -0.09 0.19 -0.14
C -4.03785 0.10084 -4.27869 0.21 -0.33 0.24
C -3.49496 -0.94104 -3.56993 -0.30 0.37 -0.38
C -2.51785 -0.73072 -2.57845 0.43 -0.42 0.39
S -1.80181 -1.98713 -1.69655 -0.35 0.12 -0.56
H -2.33470 2.57158 -2.70244 0.07 -0.03 0.03
H -4.03672 2.25724 -4.50367 0.03 0.03 0.05
H -4.77337 -0.08752 -5.04951 -0.04 0.03 0.02
H -3.79711 -1.96368 -3.73719 0.02 -0.01 -0.02
Cl 1.27201 2.18535 6.69006 0.07 0.02 0.25
C 0.82760 1.77789 5.06028 -0.03 -0.02 -0.09
C 1.31111 0.62086 4.48666 -0.04 -0.07 -0.05
C 0.97350 0.30691 3.18094 -0.50 0.65 -0.23
Cl 1.59534 -1.16936 2.55294 0.16 -0.24 -0.17
C 0.14586 1.15624 2.38422 0.15 0.10 0.00
O -0.16015 0.97081 1.12681 2.12 2.22 3.20
C -0.32813 2.31111 3.05396 0.15 -0.30 -0.21
Cl -1.35412 3.35743 2.14085 -0.06 0.25 0.03
C -0.00612 2.62511 4.35745 -0.05 0.10 -0.05
H 1.94258 -0.05733 5.04239 0.00 0.03 0.03
H -0.40304 3.52016 4.81442 0.01 0.01 -0.01
O -1.33957 -2.37333 3.20362 -0.03 -0.07 -0.23
C -1.82459 -2.02148 2.14373 -0.18 -0.19 0.34
O -1.11007 -1.63370 1.11433 -0.19 -2.86 2.78
C -3.30460 -2.04134 1.92072 -0.10 0.03 -0.09
C -4.01283 -3.11901 2.44637 0.02 0.05 0.03
C -5.38548 -3.20595 2.30679 -0.05 -0.07 0.01
C -6.06137 -2.17848 1.65543 -0.08 0.02 0.00
C -5.37204 -1.10024 1.13687 0.06 -0.13 0.05
C -3.97366 -1.00810 1.23980 0.00 0.05 -0.01
S -3.17986 0.41575 0.61123 -0.50 0.16 0.29
H -3.45667 -3.88424 2.97416 -0.01 0.01 0.01
H -5.93204 -4.05547 2.69845 0.04 0.00 0.03
H -7.14176 -2.22160 1.56345 0.01 0.01 -0.04
H -5.89735 -0.29637 0.63681 -0.01 0.00 -0.01
O 0.87969 -0.70442 -0.91714 1.96 -0.45 -0.37
S 2.30495 -1.10758 -0.64498 -0.33 0.70 -0.08
C 3.13155 -0.85298 -2.21086 0.38 -0.15 -0.31
C 4.09335 -1.77735 -2.59712 -0.26 0.02 0.32
C 4.80224 -1.58293 -3.77103 0.13 0.05 -0.24
C 4.55324 -0.46649 -4.55655 -0.07 -0.09 0.14
C 3.58647 0.45414 -4.16337 0.07 -0.01 -0.15
C 2.87584 0.26613 -2.99412 -0.25 -0.05 0.18
C 3.10450 0.29502 0.15026 0.42 0.06 0.07
C 2.56812 1.57021 0.09368 -0.16 -0.21 -0.03
C 3.25674 2.61114 0.69637 0.06 0.12 0.05
C 4.47497 2.38520 1.32194 -0.06 -0.05 -0.02
C 5.00828 1.10303 1.36172 0.07 0.05 0.03
C 4.31969 0.05443 0.77947 -0.20 -0.16 -0.13
H 4.27549 -2.64190 -1.96924 0.02 -0.03 -0.06
H 5.54241 -2.30915 -4.08204 0.01 0.01 0.03
H 5.10019 -0.31804 -5.47830 0.02 0.01 0.00
H 3.38831 1.32238 -4.77872 -0.02 0.00 0.02
H 2.11517 0.97149 -2.68487 -0.03 0.00 -0.01
H 1.60451 1.73341 -0.36759 -0.05 0.01 0.01
H 2.82930 3.60574 0.69106 -0.01 -0.01 -0.02
H 5.00110 3.20635 1.79149 0.00 -0.01 0.01
H 5.95258 0.92066 1.85875 -0.01 -0.01 0.00
H 4.70081 -0.96033 0.81681 0.07 0.04 0.07
```
Forces are in eV/Å.

How positive or negative is each atom? The Mulliken charges in e answer that:
1 Ti 0.43
2 O -0.26
3 N 0.38
4 C -0.36
5 C -0.72
6 C -0.11
7 C -0.96
8 C 0.65
9 S -0.49
10 H 0.45
11 H 0.38
12 H 0.37
13 H 0.40
14 Cl -0.27
15 C 0.39
16 C -0.95
17 C 1.26
18 Cl -0.12
19 C -1.15
20 O 0.49
21 C 0.65
22 Cl -0.23
23 C -0.63
24 H 0.42
25 H 0.44
26 O -0.67
27 C -0.05
28 O -0.29
29 C 0.34
30 C -0.65
31 C -0.59
32 C -0.45
33 C -0.79
34 C 0.74
35 S -0.42
36 H 0.40
37 H 0.36
38 H 0.34
39 H 0.40
40 O -0.01
41 S -0.30
42 C 0.74
43 C -0.36
44 C -0.59
45 C -0.41
46 C -0.71
47 C -0.40
48 C 1.11
49 C -0.45
50 C -0.61
51 C -0.56
52 C -0.59
53 C -0.64
54 H 0.43
55 H 0.38
56 H 0.38
57 H 0.40
58 H 0.34
59 H 0.12
60 H 0.45
61 H 0.39
62 H 0.39
63 H 0.40